64
Properties=species:S:1:pos:R:3:mulliken_charge:R:1 method="wB97M-V/def2-TZVPD" max_force_ev_per_a=2.43 homo_energy_ha=-0.363 gap_ev=10.45 smiles="C#CC[C@@]1(Br)[C@@H](CCCCCCCCOC(C)=O)C(=O)O[C@@]1(C#C)CCCOC(C)=O"
C -2.015 -3.934 2.806 -0.159
C -2.143 -2.723 2.647 -0.810
C -2.656 -1.339 2.080 -0.639
C -1.645 -0.657 1.063 0.072
Br -0.055 -0.232 2.163 0.013
C -1.223 -1.414 -0.275 1.529
C -1.803 -2.861 -0.590 -1.020
C -1.409 -3.436 -2.018 -0.834
C 0.148 -3.728 -2.207 -0.640
C 0.847 -2.755 -3.293 -0.811
C 1.712 -1.605 -2.566 0.289
C 3.268 -1.720 -2.909 -0.688
C 4.234 -1.419 -1.658 -0.738
C 3.708 -0.240 -0.732 -0.064
O 4.701 0.204 0.230 -0.366
C 4.161 0.201 1.533 0.697
C 3.166 1.340 2.006 -0.477
O 4.491 -0.695 2.298 -0.565
C -1.833 -0.502 -1.444 0.123
O -1.464 -0.324 -2.571 -0.522
O -2.954 0.101 -0.753 -0.524
C -2.328 0.659 0.446 1.315
C -1.346 1.722 -0.222 -0.943
C -0.642 2.526 -0.826 -0.022
C -3.317 1.518 1.332 -1.272
C -2.603 2.469 2.406 -0.215
C -2.494 4.003 1.921 -0.621
O -1.362 4.628 2.610 -0.384
C -0.194 4.582 1.817 0.649
C 0.148 5.668 0.723 -0.916
O 0.580 3.653 1.996 -0.391
H -2.076 -5.045 2.973 0.357
H -3.708 -1.391 1.677 0.519
H -2.700 -0.655 2.994 0.431
H -0.100 -1.479 -0.200 -0.363
H -2.926 -2.951 -0.401 0.270
H -1.326 -3.566 0.173 0.239
H -1.779 -2.822 -2.890 0.426
H -1.939 -4.446 -2.101 0.398
H 0.235 -4.772 -2.659 0.397
H 0.721 -3.766 -1.231 0.332
H 1.564 -3.411 -3.882 0.416
H 0.103 -2.338 -4.032 0.296
H 1.591 -1.775 -1.451 -0.496
H 1.263 -0.597 -2.820 0.408
H 3.517 -2.784 -3.244 0.326
H 3.491 -1.032 -3.781 0.289
H 5.238 -1.124 -2.105 0.296
H 4.369 -2.404 -1.113 0.236
H 2.772 -0.546 -0.175 0.163
H 3.468 0.634 -1.413 0.183
H 3.774 2.269 2.214 0.358
H 2.632 1.000 2.950 0.203
H 2.349 1.519 1.237 0.004
H -0.319 3.345 -1.526 0.391
H -4.124 0.929 1.855 0.334
H -3.862 2.219 0.609 0.524
H -3.267 2.492 3.333 0.376
H -1.577 2.125 2.726 0.155
H -3.420 4.565 2.274 0.302
H -2.394 4.084 0.798 0.334
H -0.689 6.424 0.599 0.308
H 1.094 6.208 1.017 0.347
H 0.326 5.221 -0.302 0.176